75
Properties=species:S:1:pos:R:3 method="wB97M-V/def2-TZVPD" e_homo_ev="-6.95 / -7.48" gap_ev="5.55 / 5.93" multiplicity=3 de_lowest_kj_mol=96.2 s2=2.0404 total_charge=0
Tc -0.251 0.292 1.926
O 3.611 -3.243 0.511
C 2.958 -3.209 -0.649
C 3.299 -4.192 -1.582
C 2.708 -4.229 -2.824
C 1.739 -3.289 -3.161
C 1.372 -2.333 -2.243
C 1.963 -2.252 -0.976
C 1.485 -1.281 0.014
O 0.410 -0.510 -0.181
N 2.087 -1.280 1.172
N 1.508 -0.551 2.166
C 2.074 -0.535 3.339
C 1.309 0.147 4.334
C 1.702 0.313 5.663
C 0.893 1.014 6.527
C -0.311 1.535 6.051
C -0.660 1.323 4.738
N 0.120 0.644 3.886
H 3.264 -2.503 1.061
H 4.041 -4.921 -1.285
H 3.002 -4.988 -3.537
H 1.277 -3.310 -4.139
H 0.613 -1.616 -2.508
H 3.028 -1.011 3.524
H 2.642 -0.116 5.982
H 1.180 1.153 7.560
H -0.972 2.095 6.696
H -1.592 1.692 4.333
C -0.558 4.958 1.277
C -0.847 3.484 1.375
S 0.554 2.452 1.461
C -2.094 2.963 1.348
C -3.333 3.813 1.238
S -2.342 1.247 1.412
H 0.443 5.165 1.653
H -1.278 5.542 1.851
H -0.604 5.290 0.236
H -3.482 4.397 2.151
H -4.205 3.177 1.101
H -3.270 4.515 0.404
C -1.401 -1.539 -4.256
Si -1.889 -0.920 -2.527
C -2.085 -2.362 -1.341
C -3.484 0.072 -2.700
As -0.397 0.683 -1.527
Si 1.382 1.323 -3.013
C 0.435 2.364 -4.283
C 2.487 0.127 -3.969
C 2.457 2.427 -1.926
H -2.301 -1.827 -4.804
H -0.758 -2.418 -4.202
H -0.887 -0.771 -4.838
H -2.771 -3.106 -1.752
H -2.491 -2.027 -0.384
H -1.133 -2.859 -1.144
H -4.296 -0.559 -3.065
H -3.356 0.897 -3.406
H -3.787 0.491 -1.739
H -0.042 1.731 -5.034
H 1.111 3.046 -4.802
H -0.344 2.961 -3.804
H 1.912 -0.507 -4.645
H 3.061 -0.521 -3.307
H 3.194 0.705 -4.569
H 1.834 3.068 -1.303
H 3.122 3.058 -2.519
H 3.074 1.826 -1.253
F -0.952 -1.826 1.934
As -2.364 -2.495 2.921
F -2.295 -3.874 1.893
F -3.406 -1.701 1.791
F -3.672 -3.093 3.841
F -2.272 -1.034 3.868
F -1.169 -3.185 3.960


76
Properties=species:S:1:pos:R:3 method="wB97M-V/def2-TZVPD" e_homo_ev=-8.79 gap_ev=7.75 smiles="C[C@H](Cl)[C@H](Cl)c1ccc([PH2]=S)c2c1C(=O)NC2=O.BrCCBr.BrCCBr.BrCCBr.BrCCBr.BrCCBr.BrCCBr" total_charge=0
C 2.923 -4.709 0.542
C 3.729 -4.246 -0.725
Cl 4.712 -2.797 -0.183
C 2.829 -3.939 -2.016
Cl 3.137 -2.320 -2.780
C 1.321 -4.203 -1.723
C 0.666 -5.458 -2.130
C -0.753 -5.661 -1.785
C -1.552 -4.674 -1.057
P -3.323 -5.034 -0.622
S -3.352 -6.772 0.309
C -0.925 -3.408 -0.689
C 0.496 -3.215 -1.033
C 0.816 -1.810 -0.453
O 1.847 -1.225 -0.273
N -0.420 -1.148 -0.018
C -1.475 -2.158 0.047
O -2.514 -1.952 0.613
H 3.658 -4.924 1.364
H 2.293 -5.624 0.372
H 2.227 -3.918 0.941
H 4.415 -5.099 -0.987
H 3.130 -4.696 -2.794
H 1.230 -6.249 -2.688
H -1.176 -6.652 -2.093
H -4.122 -5.060 -1.796
H -3.768 -4.067 0.332
H -0.687 -0.508 -0.778
Br 7.048 -0.008 1.249
C 5.279 0.786 1.039
C 5.365 2.193 0.511
Br 5.906 3.444 1.904
H 4.786 0.719 2.006
H 4.763 0.141 0.327
H 4.385 2.539 0.185
H 6.074 2.303 -0.307
Br 2.303 4.271 0.476
C 3.379 5.893 0.538
C 3.284 6.663 -0.753
Br 4.360 5.837 -2.152
H 4.394 5.590 0.785
H 2.968 6.475 1.363
H 3.696 7.665 -0.632
H 2.269 6.737 -1.136
Br -2.389 5.106 4.394
C -0.582 4.484 4.013
C 0.444 5.540 4.334
Br 0.487 6.925 2.966
H -0.567 4.174 2.970
H -0.443 3.610 4.649
H 1.446 5.111 4.335
H 0.266 6.039 5.284
Br -1.207 -8.503 -3.999
C -2.785 -9.004 -2.966
C -4.047 -8.789 -3.759
Br -4.524 -6.901 -3.837
H -2.756 -8.429 -2.040
H -2.651 -10.060 -2.737
H -4.892 -9.276 -3.273
H -3.973 -9.139 -4.787
Br -2.700 -1.573 -3.075
C -3.748 -0.096 -2.355
C -3.539 1.162 -3.155
Br -1.824 1.987 -2.736
H -3.470 0.010 -1.308
H -4.784 -0.426 -2.419
H -4.287 1.911 -2.894
H -3.558 0.996 -4.230
Br -5.263 9.758 5.724
C -4.245 9.956 4.075
C -3.197 8.881 3.944
Br -1.666 9.239 5.092
H -3.830 10.962 4.077
H -4.981 9.872 3.276
H -2.793 8.860 2.932
H -3.563 7.890 4.204


82
Properties=species:S:1:pos:R:3 method="wB97M-V/def2-TZVPD" e_homo_ev=-9.26 gap_ev=9.44 smiles="C[C@@H](Cl)[C@@H](Cl)PCCO[Si](C)(C)C.O=C1OC[C@@H](F)O1.O=C1OC[C@@H](F)O1.O=C1OC[C@@H](F)O1.O=C1OC[C@@H](F)O1.O=C1OC[C@@H](F)O1" total_charge=0
C 6.108 0.343 -1.774
C 4.914 1.174 -1.286
Cl 4.964 1.245 0.512
C 4.884 2.614 -1.830
Cl 5.219 2.538 -3.601
P 3.272 3.612 -1.824
C 2.617 3.687 -0.107
C 1.594 2.590 0.205
O 0.358 2.923 -0.380
Si -0.543 1.820 -1.240
C -0.825 0.287 -0.220
C -2.149 2.668 -1.574
C 0.336 1.367 -2.819
H 5.772 -0.545 -2.310
H 6.718 0.014 -0.932
H 6.739 0.917 -2.452
H 3.975 0.677 -1.540
H 5.722 3.172 -1.407
H 3.969 4.832 -1.740
H 2.065 4.634 -0.081
H 3.394 3.742 0.656
H 1.475 2.502 1.292
H 1.948 1.614 -0.150
H -1.691 0.413 0.435
H -1.051 -0.541 -0.901
H 0.031 -0.012 0.392
H -2.807 1.990 -2.130
H -2.649 2.904 -0.629
H -2.034 3.592 -2.144
H 1.396 1.142 -2.644
H 0.309 2.188 -3.541
H -0.133 0.490 -3.273
C -0.186 -4.009 -4.235
C -0.464 -4.189 -2.751
O -0.938 -2.916 -2.376
C -1.437 -2.285 -3.477
O -2.063 -1.284 -3.454
O -1.108 -2.980 -4.590
F 0.661 -4.473 -2.045
H 0.835 -3.649 -4.375
H -0.367 -4.893 -4.838
H -1.217 -4.942 -2.514
C -5.511 3.217 2.108
C -4.804 2.842 3.400
O -4.443 1.493 3.176
C -4.398 1.263 1.836
O -3.955 0.288 1.332
O -4.907 2.320 1.168
F -5.608 2.916 4.484
H -6.575 2.999 2.183
H -5.343 4.240 1.788
H -3.897 3.414 3.608
C 7.995 0.806 2.737
C 8.117 -0.699 2.901
O 9.208 -0.824 3.785
C 9.344 0.336 4.491
O 10.049 0.475 5.427
O 8.540 1.288 3.964
F 8.406 -1.327 1.734
H 8.619 1.134 1.904
H 6.978 1.163 2.611
H 7.244 -1.184 3.342
C -10.426 2.238 -0.325
C -11.010 1.126 0.532
O -10.108 1.074 1.621
C -9.466 2.264 1.723
O -8.780 2.587 2.632
O -9.731 3.030 0.642
F -11.016 -0.069 -0.100
H -9.710 1.816 -1.032
H -11.161 2.850 -0.837
H -12.013 1.319 0.917
C 1.218 -6.738 1.961
C 1.960 -6.822 0.637
O 1.027 -7.491 -0.187
C -0.225 -7.251 0.295
O -1.228 -7.459 -0.296
O -0.145 -6.720 1.534
F 3.096 -7.553 0.716
H 1.412 -7.637 2.549
H 1.429 -5.845 2.540
H 2.198 -5.855 0.189


92
Properties=species:S:1:pos:R:3 method="wB97M-V/def2-TZVPD" e_homo_ev=-9.56 gap_ev=9.79 smiles="CO[C@@H](C[C@@H]1CO1)[C@@H](CCCCOC(C)=O)OC.ClC(Cl)Cl.ClC(Cl)Cl.ClC(Cl)Cl.ClC(Cl)Cl.ClC(Cl)Cl.ClC(Cl)Cl.ClC(Cl)Cl.ClC(Cl)Cl.ClC(Cl)Cl.ClC(Cl)Cl" total_charge=0
C -0.655 1.564 0.587
O -0.479 0.188 0.153
C -0.520 0.091 -1.306
C -1.142 -1.355 -1.620
C -2.663 -1.432 -1.039
C -3.703 -1.583 -2.251
C -4.978 -0.645 -1.973
O -4.986 0.550 -2.812
C -6.212 1.237 -2.539
C -6.215 2.508 -1.547
O -7.267 0.844 -3.084
C 1.038 0.224 -1.786
C 1.339 -0.587 -3.127
C 2.449 0.324 -4.057
C 1.941 1.878 -4.381
O 1.982 0.694 -5.439
O 1.830 -0.333 -0.706
C 2.817 0.641 -0.239
H -1.684 1.617 1.100
H -0.542 2.333 -0.243
H 0.112 1.793 1.405
H -1.180 0.911 -1.770
H -1.177 -1.615 -2.725
H -0.499 -2.111 -1.038
H -2.851 -0.418 -0.553
H -2.673 -2.309 -0.320
H -4.048 -2.675 -2.326
H -3.238 -1.333 -3.275
H -5.960 -1.223 -2.136
H -4.954 -0.292 -0.879
H -5.656 2.149 -0.608
H -7.267 2.840 -1.274
H -5.672 3.405 -2.008
H 1.271 1.337 -1.834
H 1.941 -1.519 -2.890
H 0.445 -0.752 -3.804
H 3.607 0.156 -3.852
H 0.906 2.092 -3.975
H 2.635 2.602 -4.903
H 3.306 1.224 -1.091
H 3.642 0.044 0.282
H 2.299 1.354 0.481
C 4.414 -0.127 3.411
Cl 5.444 -0.053 4.849
Cl 3.667 1.452 3.109
Cl 5.347 -0.657 2.003
H 3.626 -0.854 3.590
C -10.127 -1.246 -2.528
Cl -11.279 -1.241 -3.869
Cl -10.948 -1.610 -1.002
Cl -8.828 -2.407 -2.827
H -9.686 -0.253 -2.452
C -0.160 -2.208 2.016
Cl -1.803 -1.753 2.489
Cl 1.002 -1.718 3.259
Cl -0.058 -3.950 1.719
H 0.087 -1.687 1.092
C 8.792 -1.407 6.886
Cl 10.273 -0.464 6.667
Cl 9.051 -2.707 8.057
Cl 7.459 -0.364 7.399
H 8.528 -1.855 5.930
C -8.339 0.318 1.081
Cl -8.527 2.042 1.433
Cl -6.656 -0.056 0.680
Cl -8.883 -0.658 2.451
H -8.958 0.074 0.220
C 6.654 -1.568 -3.221
Cl 5.830 -0.389 -2.189
Cl 5.840 -1.707 -4.785
Cl 8.351 -1.120 -3.442
H 6.617 -2.538 -2.729
C -3.535 3.404 3.596
Cl -2.075 2.526 4.072
Cl -3.121 4.799 2.589
Cl -4.656 2.332 2.744
H -4.025 3.766 4.497
C 7.820 2.421 1.161
Cl 6.702 2.396 -0.209
Cl 6.971 2.062 2.669
Cl 9.135 1.266 0.901
H 8.250 3.417 1.238
C -7.390 -5.668 -0.328
Cl -8.353 -5.840 -1.800
Cl -5.685 -6.011 -0.658
Cl -7.586 -4.046 0.348
H -7.748 -6.387 0.405
C 12.274 3.085 2.903
Cl 11.704 2.369 4.417
Cl 10.996 4.056 2.157
Cl 13.718 4.068 3.183
H 12.535 2.280 2.220


69
Properties=species:S:1:pos:R:3 method="wB97M-V/def2-TZVPD" e_homo_ev="-10.68 / -10.68" gap_ev="7.11 / 5.19" multiplicity=2 de_lowest_kj_mol=0.0 s2=0.7549 total_charge=+1
Ir -1.059 1.777 1.122
C -1.508 3.116 -3.222
C -0.174 2.557 -2.838
N 0.702 2.280 -3.768
C 1.918 1.809 -3.423
C 2.313 1.566 -2.134
C 3.736 1.147 -1.885
O 3.791 0.045 -0.980
C 1.373 1.822 -1.097
C 1.766 1.643 0.280
N 1.004 1.795 1.317
C 1.612 1.727 2.610
C 2.922 2.166 2.810
C 3.521 2.077 4.054
C 2.819 1.573 5.138
C 1.502 1.173 4.976
C 0.915 1.263 3.725
I -1.077 0.651 3.529
C 0.115 2.353 -1.454
O -0.789 2.751 -0.593
H -1.554 3.222 -4.302
H -1.666 4.087 -2.751
H -2.316 2.468 -2.881
H 2.602 1.640 -4.246
H 4.303 1.995 -1.480
H 4.185 0.879 -2.844
H 4.680 -0.324 -1.005
H 2.791 1.332 0.452
H 3.465 2.608 1.986
H 4.539 2.419 4.176
H 3.282 1.512 6.113
H 0.933 0.811 5.821
S -4.073 5.052 0.953
C -3.057 3.741 1.271
S -3.373 2.154 0.773
S -1.567 3.968 2.039
C -2.847 -3.031 -2.313
Si -3.880 -1.690 -1.525
C -3.873 -0.148 -2.578
C -5.586 -2.294 -1.102
C -3.037 -1.194 0.109
Te -0.993 -0.612 -0.171
C -0.263 -2.178 1.078
Si 1.535 -2.728 0.782
C 2.636 -1.588 1.774
C 1.877 -2.592 -1.045
C 1.644 -4.502 1.331
H -3.251 -3.319 -3.285
H -2.818 -3.929 -1.691
H -1.819 -2.698 -2.479
H -4.149 -0.354 -3.613
H -2.873 0.295 -2.596
H -4.562 0.604 -2.188
H -6.149 -2.553 -2.000
H -6.156 -1.539 -0.559
H -5.530 -3.190 -0.480
H -3.005 -2.015 0.827
H -3.564 -0.360 0.567
H -0.943 -2.999 0.842
H -0.440 -1.875 2.110
H 2.217 -0.580 1.797
H 3.634 -1.518 1.342
H 2.739 -1.925 2.807
H 1.867 -1.557 -1.391
H 1.140 -3.156 -1.623
H 2.863 -2.995 -1.287
H 1.386 -4.624 2.385
H 2.654 -4.891 1.191
H 0.967 -5.124 0.742


66
Properties=species:S:1:pos:R:3 method="wB97M-V/def2-TZVPD" e_homo_ev="-17.09 / -17.09" gap_ev="6.25 / 6.25" de_lowest_kj_mol=53.9 total_charge=+3
Ru -0.899 0.549 -0.420
C 2.739 -1.099 -0.428
Si 2.431 0.329 -1.579
C 2.973 1.962 -0.869
C 3.163 0.088 -3.259
C 0.449 0.614 -1.768
C 0.028 1.968 -2.262
C 0.360 2.763 -3.335
C -0.256 4.013 -3.423
C -1.171 4.415 -2.458
C -1.477 3.557 -1.413
N -0.874 2.372 -1.347
Si -0.369 -1.097 -2.436
C -0.534 -1.951 -0.731
C 0.560 -2.051 -3.710
C -2.021 -0.562 -3.133
H 3.750 -0.978 -0.027
H 2.717 -2.067 -0.931
H 2.049 -1.127 0.417
H 4.038 1.861 -0.637
H 2.473 2.279 0.045
H 2.880 2.768 -1.599
H 4.249 0.171 -3.134
H 2.874 0.861 -3.972
H 2.968 -0.886 -3.700
H 1.072 2.435 -4.079
H -0.011 4.672 -4.245
H -1.646 5.385 -2.504
H -2.170 3.833 -0.629
H 0.383 -2.476 -0.472
H -1.355 -2.667 -0.803
H -0.755 -1.376 0.221
H 1.480 -2.500 -3.338
H 0.784 -1.442 -4.585
H -0.101 -2.863 -4.030
H -2.668 0.082 -2.543
H -2.603 -1.459 -3.371
H -1.826 -0.035 -4.072
C 2.734 0.166 2.986
N 1.361 -0.245 3.261
C 0.236 0.158 2.695
Se 0.047 1.548 1.398
N -0.806 -0.429 3.288
C -0.345 -1.269 4.310
C -1.009 -2.074 5.228
C -0.206 -2.745 6.094
C 1.223 -2.633 6.063
C 1.869 -1.845 5.169
C 1.044 -1.152 4.284
H 2.751 0.979 2.266
H 3.299 -0.681 2.603
H 3.185 0.509 3.915
H -1.771 -0.211 3.092
H -2.087 -2.155 5.265
H -0.651 -3.387 6.843
H 1.793 -3.198 6.788
H 2.946 -1.759 5.153
N -4.918 -0.729 0.205
C -5.171 0.575 -0.152
C -3.959 1.146 -0.341
N -2.971 0.203 -0.095
C -3.604 -0.931 0.219
H -5.617 -1.429 0.415
H -6.170 0.969 -0.229
H -3.739 2.158 -0.624
H -3.147 -1.876 0.459